1.
{"formula": "C5H10O", "method": "the ωB97M-V functional and the def2-TZVPD basis", "species": ["C", "C", "C", "C", "C", "O", "H", "H", "H", "H", "H", "H", "H", "H", "H", "H"], "positions_angstrom": [[-0.2155, 0.6784, -1.4886], [0.0509, 0.0951, -0.1159], [0.6438, 1.1116, 0.8460], [-1.0671, -0.7466, 0.4975], [-0.0732, -1.7907, 1.0403], [0.9949, -1.0448, -0.2673], [0.6705, 1.1921, -1.8798], [-0.5055, -0.1086, -2.1907], [-1.0347, 1.4031, -1.4243], [0.7091, 0.6829, 1.8506], [0.0195, 2.0104, 0.8778], [1.6445, 1.4191, 0.5134], [-1.6193, -0.2239, 1.2868], [-1.7821, -1.0677, -0.2762], [-0.2509, -2.7478, 0.5183], [1.8150, -0.8625, 0.2121]], "fmax_ev_per_a": 0.4, "total_energy_ev": -7390.6701, "e_above_lowest_ev": 4.095, "mol_weight_da": 86.13}

2.
{"formula": "CH3N3O", "method": "the ωB97M-V functional and the def2-TZVPD basis", "species": ["N", "N", "N", "C", "O", "H", "H", "H"], "positions_angstrom": [[1.5794, 0.1013, -0.0416], [0.3857, -0.4822, -0.0430], [-0.4678, 0.3073, 0.6027], [-1.6120, 0.0133, -0.0367], [-2.7506, 0.4077, 0.0549], [1.6737, 0.9782, 0.4614], [2.3744, -0.5172, -0.1417], [-1.1828, -0.8084, -0.8560]], "fmax_ev_per_a": 5.2, "total_energy_ev": -7600.3172, "smiles": "N/N=N/C=O", "e_above_lowest_ev": 3.285, "mol_weight_da": 73.06}

Number 1: frontier orbital gap 0.310 Ha. Number 2: frontier orbital gap 0.326 Ha.